Density functional theory data (ωB97M-V/def2-TZVPD) for an isolated ion of composition C9H12N3O and charge +1.

For the HOMO energy, the calculation gives -12.85 eV. As for the total charge: +1. Its SMILES is C[C@@](N)(O)c1cccc2cc[nH][n+]12. As for the LUMO energy: -0.1275 hartree. The energy above the lowest of the compared OMol25 structures with the same formula, charge and spin comes out at 192.3 kJ/mol. Its gap between HOMO and LUMO is 9.377 eV.

The geometry in XYZ format:
```
25
C9H12N3O ωB97M-V/def2-TZVPD
H -4.5044 0.8501 -0.0893
C -2.5004 -0.2015 -0.0255
H 1.5036 2.0900 -1.0277
H -0.5244 2.2037 0.1293
H -3.0352 2.9665 0.3888
H -1.5936 -3.3802 -0.2859
C -2.6398 -1.5658 -0.2961
H 2.6511 -0.5299 -1.4646
N -1.2552 0.2928 0.0963
N -1.3831 1.5870 0.3429
C 2.4160 -0.5372 -0.3911
C -2.7188 1.9739 0.3327
H 0.6534 -2.2507 -0.2232
C -1.5001 -2.3543 -0.2710
N 1.2243 1.2670 0.9818
O 1.0120 1.2879 -1.2148
H -3.5632 -2.1509 -0.1369
C 1.2281 0.3768 -0.1833
C -0.1420 -0.3944 -0.1034
H 2.3988 -1.4327 0.1630
C -3.4179 0.8915 0.0857
C -0.2393 -1.7879 -0.2139
H 2.1947 1.6158 1.2038
H 3.2972 -0.1021 0.0792
H 0.9076 0.7607 1.7985
```

---

Density functional theory data (ωB97M-V/def2-TZVPD) for C33H26BrCl64I2N3O5PS as an isolated structure.

For the HOMO energy, the calculation gives -11.34 eV. As for the total charge: +1. As for the LUMO energy: -0.1765 hartree. Its gap between HOMO and LUMO is 6.540 eV.

The geometry in XYZ format:
```
136
C33H26BrCl64I2N3O5PS ωB97M-V/def2-TZVPD
C -3.0405 -2.5376 2.4705
Cl -5.1863 -1.3327 5.4724
Cl -6.0317 -6.6148 3.1316
Cl -6.1777 0.7376 -1.0890
C 4.9779 2.5704 -4.7302
Cl -11.2611 -3.4056 -8.8412
H 3.7459 -0.5694 -1.5940
H 5.6872 -0.4710 1.0919
H 7.4189 -1.6481 -1.4743
H 5.5223 -1.8433 -1.3159
Cl -3.8878 8.8663 11.8812
C 2.4739 0.6661 -0.2774
Cl -1.8445 7.8472 6.3740
Cl -7.5290 3.6430 -4.0803
H 8.9937 -2.2022 0.8806
H 2.5634 -0.1622 -5.4746
Cl -9.1829 1.5445 -2.9284
H 3.5662 2.3724 0.7806
Cl -6.0881 -3.0382 7.6504
C 1.3489 2.7462 1.1604
C 3.5729 0.6103 -1.5345
C 1.1918 0.1261 -1.1640
N 1.3956 0.2840 -2.5409
Cl -6.2268 -7.3296 5.9453
P 3.3114 -0.4688 -4.2530
Cl -3.4460 1.4785 -0.4149
Cl 5.9170 -4.5353 -2.6893
Cl -5.6777 2.9570 0.7248
Cl -9.7641 -4.5281 -6.6132
Cl -1.6728 -2.8777 1.3804
C 5.3171 7.1890 -1.3187
Cl -2.0989 -5.1605 -2.7475
Cl 0.6616 4.1406 5.0230
Cl 3.3222 -5.5679 -3.5054
Cl 2.3732 5.8537 6.6358
H 5.1357 2.3930 -1.7239
C 5.0595 -1.4106 4.8741
Cl -11.4757 -6.2413 -8.2260
Cl -1.4089 -4.8998 -5.5620
Cl 3.1272 5.2034 3.9020
Cl -8.6433 -4.3573 -4.1399
Cl -8.4830 -1.9749 -2.4773
Cl 4.0543 -1.8680 6.2723
H 8.1988 2.3786 -0.3107
C -6.6829 -6.1235 4.7157
Cl -13.2490 -9.6286 -10.0731
Cl 5.3541 8.3112 -2.7021
H 4.7245 -0.2965 -4.6177
C 8.3037 2.4060 0.8755
Cl -6.8295 0.8488 -4.4913
C 6.5910 -0.9851 0.5447
C -2.7829 8.9805 5.3691
Cl 4.6678 -5.3190 6.5259
Cl 5.7567 -6.9177 -4.3519
H 4.8190 1.6908 -5.5181
S 0.1623 -0.1922 -3.7195
C 5.0545 1.2758 -1.3108
Cl -2.4268 -2.2274 4.1142
Cl -0.1046 -6.9213 -3.9256
H 9.7990 -0.7878 1.8410
Cl -4.2875 8.1918 4.8318
Cl -6.0516 9.7444 10.1455
Cl -5.2073 -0.3201 8.2000
C -4.2829 9.6031 10.3078
Cl 5.7082 0.2305 5.1204
C 3.5220 3.1804 -4.2870
C -14.6757 -8.6074 -9.7633
N -0.0723 -0.3468 1.7950
Cl -3.9238 -1.1049 1.8862
N 7.9117 -0.2987 0.8202
H 7.3219 0.8972 -1.6979
Cl -15.0556 -8.6300 -8.0226
O -0.5319 0.1627 2.8259
H -1.0405 -0.7166 -1.1444
Cl 0.8762 6.9762 4.4078
H 9.4387 2.4782 1.1518
Cl -3.2720 -2.3460 7.4150
Cl -4.1384 -3.9406 2.5015
H 0.1940 -1.5760 -0.0065
Cl 4.2275 5.8282 -1.6868
Cl 6.9593 6.5691 -1.0128
C -9.3829 -2.7744 -3.7909
O 7.1026 1.0602 2.7650
C -8.1777 2.0019 -4.3267
H 8.1734 -1.6395 2.5306
H -0.2159 0.9071 -4.5192
Cl -3.6460 8.5794 8.9960
Cl -14.3318 -6.9355 -10.2744
C 7.7292 1.0116 1.5564
Cl 6.3082 -3.6472 8.2521
H 5.6786 2.2564 -3.8473
H 6.1396 0.2264 -3.0372
C -4.9385 -1.7593 7.1844
Cl -1.8186 9.4516 3.9470
Cl 4.7275 8.0476 0.1270
Cl 4.0678 -1.4412 3.3942
Br -0.3177 3.7156 0.6269
Cl -9.1695 1.9712 -5.8066
Cl -3.5462 11.2224 10.2087
O 1.5265 2.5049 2.4872
I 3.0729 5.2371 -4.9974
H 7.6633 3.3389 1.2209
Cl 0.5013 -4.1053 -3.5161
Cl -5.0512 3.2206 -2.1042
Cl -16.0666 -9.2353 -10.6828
C 6.4345 -1.1103 -1.0827
Cl 7.0078 -6.4414 7.8411
Cl -9.0101 -5.1785 -9.3470
C 1.7595 5.5435 4.9921
C 2.5075 2.4038 -3.4703
H 2.6480 3.0008 -0.7415
Cl 4.6543 -5.7457 9.4040
C 8.7686 -1.2826 1.5874
Cl 6.4078 -2.5637 4.7095
C -0.7778 -5.2718 -3.9378
C 5.0171 -5.3347 -4.0029
I 0.6152 3.5226 -3.0825
O -0.6410 0.2548 0.7141
C -5.0881 2.0984 -0.7208
C 2.7633 0.8708 -2.9495
Cl -8.4588 -6.0151 4.6201
C 2.5520 2.2419 0.1674
Cl 5.0724 -4.3180 -5.4652
C -10.3778 -4.8384 -8.2569
Cl -9.3276 -1.7577 -5.2531
Cl -6.0143 -4.5345 5.1658
Cl -11.0778 -3.0076 -3.2934
H 2.7654 -0.1034 0.5661
H 5.5698 3.4103 -5.3380
H 6.7011 -2.0988 0.9592
C -0.1333 -0.5109 -0.4348
C 6.2977 0.3163 -1.8801
H 5.2721 1.3765 -0.1416
C 5.6595 -5.2883 8.0058
Cl -3.1810 10.4312 6.3239
O 2.9997 -1.9363 -3.7404
```

---

Density functional theory data (ωB97M-V/def2-TZVPD) for one molecule with the formula C4H7F.

For the HOMO energy (alpha / beta), the calculation gives -5.08 / -11.95 eV. The spin multiplicity is 3. As for the LUMO energy (alpha / beta): 0.0455 / -0.0654 hartree. The energy above the lowest of the compared OMol25 structures with the same formula, charge and spin comes out at 129.7 kJ/mol. Its gap between HOMO and LUMO (alpha / beta) is 6.318 / 10.168 eV.

The geometry in XYZ format:
```
12
C4H7F ωB97M-V/def2-TZVPD
H -0.0272 1.4221 0.0755
H -1.8294 -0.0902 0.7542
H -0.6354 -1.1015 1.2280
H -1.3042 -1.3336 -0.2828
C 1.3450 -0.0512 -0.4792
F 3.6280 -0.2948 0.0465
H 2.5357 0.8475 1.1645
C -0.0989 0.4844 -0.4342
C 2.3948 0.1882 0.3111
H -0.3567 0.6446 -1.4294
C -1.0243 -0.4955 0.3205
H 1.6668 -0.6981 -1.3978
```

---

Density functional theory data (ωB97M-V/def2-TZVPD) for C20H40AlNP3SSe as an isolated structure.

For the HOMO energy, the calculation gives -16.46 eV. As for the total charge: +3. As for the LUMO energy: -0.4171 hartree. The energy above the lowest of the compared OMol25 structures with the same formula, charge and spin comes out at 0.0 kJ/mol. Its gap between HOMO and LUMO is 5.115 eV.

The geometry in XYZ format:
```
67
C20H40AlNP3SSe ωB97M-V/def2-TZVPD
S -2.0215 -3.0836 2.6928
H 1.0904 3.2094 -0.5001
H -2.7847 -0.3003 -2.7451
H -0.7625 -2.0593 4.5951
H -1.7577 -2.9171 0.1908
H -4.2950 -0.4443 -1.7854
C 0.7884 1.4132 -5.3494
C 1.7926 1.7483 2.1300
P 0.2915 1.5134 1.0852
H -0.2686 -0.2602 -2.2279
P 2.4010 -0.4544 -0.7289
C -3.2141 -0.6508 -1.7974
H -2.7204 2.5878 0.0961
N -0.2391 -1.8701 1.2959
H 0.6501 -0.5946 -8.1065
H -0.5385 -1.4306 -4.0167
H -2.5195 2.2853 -1.6463
Se -0.2750 1.2366 -2.7235
H -0.1616 -4.9893 -6.4165
C -1.4174 -2.5691 1.1803
C -0.6302 -4.3845 -4.4668
C 0.1765 0.5358 -4.4554
H -0.2390 -2.2048 -6.4052
H -3.0642 -1.7344 -1.7235
C 0.0244 -1.1841 -6.1308
H 2.5445 1.6347 -1.9693
H 2.4519 -1.0306 -3.0915
H 2.7112 1.7656 1.5330
H -0.6580 3.3551 -0.2543
C -0.1487 -0.7819 -4.8065
H 0.1653 -5.0574 -4.0848
H 1.0765 -1.1331 2.8240
H 3.8272 -0.2636 1.2545
C 3.1638 1.1442 -1.2051
C -0.7530 -2.1999 3.5134
H -1.9347 2.1235 1.9800
H 3.0902 -1.8891 1.1096
H 0.4649 3.9891 0.9684
H -0.6223 2.6363 3.0626
H 3.2920 1.8280 -0.3524
H -1.3040 -3.8935 -3.7626
H 2.3818 -2.4785 -2.0490
Al 0.0223 -0.8175 -0.3352
H -4.6034 0.1563 0.6825
C -2.9677 1.9029 -0.7207
H -1.1062 0.9278 3.0018
C -0.7783 -4.3402 -5.7872
C -0.9630 1.8297 2.3943
H 3.9206 -1.5858 -2.2241
H 1.8778 0.9366 2.8631
C 0.1362 -1.6669 2.6291
H 1.7332 2.6978 2.6852
H 4.1629 0.9464 -1.6284
H 4.4687 -1.4330 0.0581
H -1.5878 -3.7550 -6.2558
C 0.5457 -0.2752 -7.0682
H 1.1051 2.4012 -5.0113
H 1.3602 1.7102 -7.3919
H -3.2934 0.2846 1.8930
C 0.9385 1.0140 -6.6731
C 0.2948 3.1702 0.2526
H -3.6352 -1.2867 1.1514
C 3.5538 -1.0649 0.5509
P -2.4097 0.1750 -0.3785
H -4.0606 1.8993 -0.8420
C -3.6013 -0.2079 0.9614
C 2.8268 -1.4817 -2.1645
```

---

| no. | molar mass (g mol⁻¹) | strongest force on any atom (hartree/bohr) |
| --- | --- | --- |
| 1 | 178.2 | 0.0895 |
| 2 | 3210.3 | 0.1832 |
| 3 | 74.1 | 0.2073 |
| 4 | 525.5 | 0.0709 |